# C68H187N17O17

A cluster of 17 separate species, C68H187N17O17 in total at a distorted geometry (ωB97M-V with the def2-TZVPD basis set, OMol25).

Structure (ORCA input):
```
! RIJCOSX wB97M-V def2-TZVPD def2/J DEFGRID3
* xyz 0 1
C -5.19 -0.54 6.14
C -5.51 -1.60 5.09
C -7.05 -1.64 4.82
O -7.61 -0.28 4.68
C -9.00 -0.30 4.52
N -4.84 -1.16 3.87
H -4.13 -0.44 6.41
H -5.79 -0.68 7.04
H -5.50 0.44 5.78
H -5.08 -2.56 5.37
H -7.57 -2.27 5.55
H -7.21 -2.17 3.88
H -9.39 -1.03 5.23
H -9.28 -0.69 3.54
H -9.52 0.66 4.56
H -5.42 -0.40 3.55
H -5.01 -1.95 3.26
C -5.08 -14.51 -1.20
C -5.45 -13.25 -1.91
C -5.64 -12.00 -1.02
O -6.53 -12.09 0.10
C -7.94 -12.03 -0.22
N -4.47 -12.98 -2.93
H -5.96 -14.88 -0.66
H -4.29 -14.40 -0.46
H -4.86 -15.32 -1.90
H -6.28 -13.60 -2.53
H -5.90 -11.12 -1.61
H -4.67 -11.69 -0.65
H -8.07 -10.99 -0.55
H -8.64 -12.21 0.60
H -8.20 -12.62 -1.09
H -3.57 -12.89 -2.48
H -4.44 -13.81 -3.50
C -2.00 -6.15 1.46
C -3.12 -6.96 2.14
C -3.76 -8.05 1.25
O -4.27 -7.46 -0.04
C -4.64 -8.37 -1.03
N -2.70 -7.66 3.35
H -2.37 -5.66 0.56
H -1.25 -6.84 1.07
H -1.63 -5.36 2.12
H -3.96 -6.33 2.42
H -4.55 -8.63 1.71
H -3.04 -8.83 0.99
H -5.54 -8.90 -0.72
H -3.87 -9.12 -1.22
H -4.86 -7.93 -2.00
H -3.44 -7.98 3.97
H -2.24 -6.95 3.89
C -8.10 -10.49 3.59
C -9.45 -9.84 4.08
C -10.67 -10.25 3.29
O -10.49 -9.92 1.90
C -11.58 -10.32 1.13
N -9.55 -10.06 5.57
H -8.01 -11.52 3.94
H -7.21 -10.01 4.00
H -8.01 -10.49 2.51
H -9.39 -8.77 3.86
H -11.51 -9.72 3.74
H -10.83 -11.33 3.31
H -12.46 -10.41 1.76
H -11.35 -11.34 0.81
H -11.88 -9.68 0.30
H -10.31 -9.44 5.82
H -8.73 -9.53 5.84
C -15.94 -5.99 3.21
C -14.87 -4.94 2.89
C -13.70 -5.57 2.04
O -12.92 -6.41 2.88
C -11.88 -7.13 2.25
N -15.55 -3.95 2.11
H -15.46 -6.96 3.37
H -16.62 -6.18 2.38
H -16.51 -5.75 4.11
H -14.40 -4.54 3.79
H -13.09 -4.76 1.61
H -14.13 -6.03 1.14
H -11.55 -6.71 1.30
H -12.46 -8.04 2.04
H -11.08 -7.23 2.98
H -15.89 -4.28 1.22
H -15.01 -3.13 1.87
C -10.67 -3.91 -1.79
C -11.97 -4.16 -2.63
C -12.74 -5.46 -2.29
O -11.83 -6.56 -2.37
C -12.51 -7.81 -2.15
N -12.72 -2.96 -2.43
H -11.01 -3.69 -0.78
H -10.05 -3.10 -2.16
H -10.07 -4.82 -1.71
H -11.81 -4.32 -3.70
H -13.63 -5.62 -2.91
H -13.19 -5.40 -1.30
H -11.76 -8.57 -1.93
H -13.09 -8.12 -3.02
H -13.15 -7.69 -1.27
H -13.60 -2.96 -2.93
H -12.23 -2.14 -2.78
C -7.38 -1.80 -4.14
C -6.99 -3.08 -4.78
C -7.22 -4.34 -3.95
O -6.97 -5.53 -4.65
C -7.12 -6.70 -3.86
N -7.67 -3.26 -6.01
H -7.13 -0.99 -4.83
H -6.80 -1.65 -3.23
H -8.43 -1.73 -3.84
H -5.92 -3.00 -4.96
H -8.28 -4.44 -3.73
H -6.63 -4.24 -3.04
H -8.14 -6.83 -3.51
H -6.46 -6.53 -3.01
H -6.68 -7.59 -4.31
H -8.67 -3.36 -5.88
H -7.63 -2.37 -6.49
C -3.39 -1.28 -3.29
C -2.70 -2.50 -2.68
C -1.91 -3.40 -3.70
O -2.80 -4.40 -4.18
C -2.85 -5.64 -3.46
N -1.94 -2.00 -1.54
H -2.72 -0.49 -3.61
H -4.17 -0.82 -2.69
H -3.94 -1.61 -4.18
H -3.55 -2.99 -2.20
H -1.08 -3.92 -3.22
H -1.45 -2.68 -4.39
H -3.80 -6.16 -3.53
H -2.60 -5.54 -2.40
H -2.12 -6.26 -3.98
H -2.51 -1.23 -1.20
H -1.21 -1.42 -1.93
C -7.13 -13.04 -5.75
C -7.86 -11.89 -6.53
C -8.65 -10.88 -5.61
O -9.68 -11.45 -4.85
C -10.55 -10.52 -4.27
N -6.94 -11.27 -7.47
H -7.83 -13.74 -5.30
H -6.60 -12.65 -4.88
H -6.53 -13.64 -6.43
H -8.57 -12.40 -7.18
H -9.23 -10.21 -6.25
H -8.04 -10.37 -4.86
H -10.05 -9.95 -3.48
H -11.38 -11.08 -3.84
H -10.89 -9.75 -4.95
H -6.16 -11.13 -6.84
H -7.17 -10.33 -7.77
C -5.17 -5.13 6.72
C -5.88 -5.58 5.40
C -5.99 -7.14 5.37
O -4.64 -7.61 5.26
C -4.56 -8.88 5.98
N -7.12 -4.93 5.32
H -5.11 -4.05 6.77
H -4.13 -5.44 6.83
H -5.56 -5.67 7.59
H -5.28 -5.31 4.53
H -6.50 -7.36 4.43
H -6.62 -7.32 6.24
H -3.50 -9.11 6.16
H -5.08 -9.69 5.47
H -4.98 -8.90 6.99
H -7.76 -4.95 6.11
H -7.65 -5.27 4.54
C -7.81 -0.54 -0.76
C -6.91 -0.71 0.44
C -5.71 -1.63 0.02
O -5.29 -2.30 1.23
C -4.16 -3.15 1.09
N -6.46 0.63 0.95
H -8.70 0.03 -0.47
H -8.06 -1.46 -1.29
H -7.30 0.01 -1.55
H -7.38 -1.25 1.26
H -4.96 -1.00 -0.47
H -6.09 -2.46 -0.58
H -3.92 -3.42 0.06
H -4.24 -4.15 1.52
H -3.28 -2.61 1.46
H -7.25 1.24 1.10
H -5.89 0.96 0.18
C -10.46 -7.71 8.12
C -11.20 -6.94 6.94
C -10.40 -5.94 6.18
O -9.46 -5.20 7.00
C -10.04 -4.14 7.80
N -11.76 -7.86 6.03
H -10.08 -7.05 8.90
H -9.55 -8.20 7.77
H -11.15 -8.44 8.55
H -12.13 -6.50 7.31
H -11.10 -5.24 5.73
H -9.88 -6.41 5.34
H -10.89 -4.53 8.35
H -10.30 -3.24 7.23
H -9.29 -3.87 8.53
H -12.36 -7.40 5.37
H -12.36 -8.46 6.58
C -3.92 -11.82 2.76
C -3.98 -13.38 2.70
C -3.14 -14.12 3.76
O -1.83 -13.51 3.74
C -0.92 -14.04 4.67
N -5.43 -13.70 2.86
H -4.60 -11.38 2.04
H -2.94 -11.40 2.57
H -4.31 -11.49 3.73
H -3.64 -13.79 1.75
H -3.11 -15.19 3.52
H -3.50 -13.96 4.77
H -1.30 -13.85 5.67
H -0.04 -13.41 4.52
H -0.67 -15.08 4.50
H -5.50 -14.59 2.39
H -5.92 -13.00 2.31
C -11.68 -1.02 0.38
C -12.68 -1.86 1.20
C -13.03 -1.13 2.55
O -11.96 -1.14 3.56
C -12.16 -2.30 4.36
N -13.84 -2.13 0.38
H -10.68 -0.95 0.81
H -12.07 -0.02 0.21
H -11.65 -1.45 -0.62
H -12.23 -2.80 1.53
H -13.93 -1.50 3.04
H -13.23 -0.10 2.25
H -11.26 -2.35 4.97
H -12.06 -3.21 3.76
H -13.03 -2.31 5.01
H -14.33 -1.25 0.28
H -13.63 -2.33 -0.58
C -11.53 -0.90 9.63
C -12.45 -0.64 8.45
C -13.49 -1.77 8.37
O -12.92 -2.94 7.80
C -13.77 -4.07 7.82
N -13.18 0.65 8.59
H -10.80 -0.10 9.72
H -10.92 -1.79 9.49
H -12.06 -1.04 10.57
H -11.83 -0.69 7.55
H -14.31 -1.52 7.71
H -13.97 -1.97 9.33
H -13.29 -4.88 7.28
H -14.75 -3.92 7.36
H -14.11 -4.35 8.82
H -12.44 1.32 8.77
H -13.49 0.82 7.64
C -8.04 -7.37 0.14
C -7.90 -5.85 0.32
C -7.68 -5.37 1.80
O -8.86 -5.54 2.57
C -9.78 -4.50 2.44
N -6.77 -5.45 -0.50
H -7.43 -7.84 0.92
H -7.64 -7.68 -0.82
H -9.07 -7.65 0.36
H -8.78 -5.39 -0.14
H -7.38 -4.33 1.89
H -6.93 -6.02 2.23
H -10.40 -4.55 1.54
H -9.34 -3.52 2.62
H -10.47 -4.70 3.25
H -6.05 -6.15 -0.42
H -6.37 -4.68 0.01
C -4.12 -9.74 -4.86
C -3.34 -9.09 -6.01
C -3.56 -9.84 -7.32
O -3.11 -11.24 -7.26
C -3.33 -11.89 -8.56
N -3.70 -7.74 -5.98
H -3.50 -9.56 -3.99
H -4.17 -10.83 -4.84
H -5.09 -9.28 -4.70
H -2.30 -9.21 -5.72
H -2.87 -9.32 -7.98
H -4.56 -9.76 -7.72
H -2.45 -11.76 -9.19
H -4.23 -11.59 -9.09
H -3.33 -12.97 -8.46
H -3.15 -7.33 -6.72
H -4.63 -7.71 -6.38
*
```

Output
- Orbital gap: 8.8308 eV
- HOMO: -8.45 eV
- ΔE to the lowest compared entry with this formula, charge and spin: 653.6 kJ/mol

***

# C68H84ClFIN11OSi2

A structure of composition C68H84ClFIN11OSi2 at a distorted geometry (ωB97M-V with the def2-TZVPD basis set, OMol25).

Structure (ORCA input):
```
! RIJCOSX wB97M-V def2-TZVPD def2/J DEFGRID3
* xyz 0 1
F -1.87 -5.22 -0.81
C -1.02 -4.32 -0.03
C -0.51 -3.08 -0.95
Si -2.01 -2.08 -1.70
C -1.55 -0.28 -2.18
C -0.19 0.27 -1.53
C 1.12 -0.40 -2.19
C 2.03 0.62 -3.07
C 3.52 -0.04 -3.07
C 3.78 -1.01 -4.33
C 4.26 -2.50 -3.93
C 3.34 -3.67 -4.61
C 2.17 -4.03 -3.55
C 1.08 -5.09 -4.08
C -0.11 -4.47 -4.98
C -0.02 -2.89 -5.23
N -0.96 -2.59 -6.38
C -0.76 -1.74 -7.54
C -2.03 -1.75 -8.44
C -3.10 -2.69 -7.76
C -2.31 -3.11 -6.49
O -3.45 -2.21 -0.73
Si -4.83 -2.67 -1.65
Cl -6.46 -2.96 -0.26
I -4.62 -4.80 -2.89
H -1.52 -3.99 0.94
H -0.08 -4.95 0.23
H 0.14 -2.34 -0.38
H 0.06 -3.58 -1.83
H -2.31 -2.78 -2.98
H -2.41 0.39 -1.78
H -1.58 -0.21 -3.34
H -0.23 0.03 -0.40
H -0.15 1.40 -1.73
H 0.75 -1.20 -2.93
H 1.72 -0.94 -1.38
H 2.01 1.69 -2.68
H 1.67 0.58 -4.17
H 4.26 0.85 -3.09
H 3.72 -0.60 -2.09
H 2.90 -1.04 -5.05
H 4.67 -0.54 -4.91
H 4.34 -2.63 -2.78
H 5.32 -2.66 -4.35
H 4.01 -4.60 -4.78
H 2.97 -3.36 -5.65
H 2.70 -4.55 -2.66
H 1.72 -3.07 -3.13
H 1.54 -5.99 -4.63
H 0.57 -5.54 -3.14
H -0.11 -5.03 -5.98
H -1.11 -4.66 -4.43
H 1.01 -2.50 -5.52
H -0.41 -2.27 -4.35
H 0.21 -1.17 -7.72
H -2.20 -1.19 -9.43
H -4.16 -2.93 -8.10
H -2.87 -3.81 -5.78
H -5.29 -1.65 -2.59
N 6.32 -4.59 -0.67
C 6.71 -5.00 0.55
C 6.07 -6.00 1.27
C 4.95 -6.60 0.71
C 4.52 -6.19 -0.54
C 5.23 -5.19 -1.19
H 7.59 -4.50 0.94
H 6.44 -6.30 2.24
H 4.42 -7.38 1.25
H 3.65 -6.63 -1.01
H 4.93 -4.83 -2.17
N 1.51 -2.89 2.50
C 1.63 -1.96 3.46
C 2.81 -1.31 3.76
C 3.95 -1.64 3.04
C 3.86 -2.61 2.05
C 2.63 -3.20 1.82
H 0.71 -1.73 4.00
H 2.85 -0.56 4.54
H 4.90 -1.16 3.25
H 4.73 -2.90 1.46
H 2.51 -3.96 1.05
N -4.35 2.36 -0.94
C -4.54 3.60 -1.42
C -5.74 4.05 -1.94
C -6.81 3.17 -1.98
C -6.64 1.88 -1.50
C -5.40 1.52 -0.99
H -3.67 4.25 -1.36
H -5.83 5.06 -2.31
H -7.76 3.48 -2.39
H -7.45 1.16 -1.52
H -5.22 0.53 -0.60
N -7.07 5.23 2.27
C -6.94 6.16 3.23
C -5.75 6.81 3.53
C -4.62 6.47 2.80
C -4.72 5.50 1.80
C -5.96 4.92 1.58
H -7.85 6.39 3.77
H -5.71 7.55 4.31
H -3.67 6.95 3.00
H -3.86 5.21 1.22
H -6.09 4.16 0.81
N 3.36 1.90 2.78
C 3.43 1.54 1.48
C 3.59 2.44 0.44
C 3.69 3.79 0.75
C 3.62 4.19 2.07
C 3.46 3.22 3.04
H 3.34 0.48 1.30
H 3.64 2.09 -0.58
H 3.81 4.53 -0.04
H 3.69 5.24 2.35
H 3.41 3.48 4.10
N 8.08 -3.83 5.22
C 7.20 -4.78 4.85
C 7.22 -6.07 5.35
C 8.21 -6.41 6.26
C 9.13 -5.45 6.65
C 9.02 -4.18 6.11
H 6.46 -4.46 4.13
H 6.49 -6.80 5.02
H 8.26 -7.41 6.67
H 9.91 -5.68 7.37
H 9.72 -3.39 6.38
N -9.26 3.90 6.89
C -10.50 3.58 7.30
C -11.62 3.69 6.50
C -11.46 4.15 5.20
C -10.20 4.48 4.75
C -9.13 4.34 5.63
H -10.57 3.23 8.33
H -12.60 3.42 6.88
H -12.32 4.24 4.54
H -10.04 4.85 3.74
H -8.12 4.59 5.32
N 4.80 6.88 -0.85
C 4.31 7.37 -2.00
C 3.62 8.56 -2.11
C 3.41 9.30 -0.96
C 3.89 8.83 0.25
C 4.58 7.62 0.26
H 4.50 6.75 -2.87
H 3.26 8.90 -3.07
H 2.87 10.24 -1.00
H 3.75 9.38 1.17
H 4.98 7.21 1.18
N 5.95 1.80 -5.54
C 5.90 2.95 -6.23
C 7.03 3.69 -6.56
C 8.27 3.23 -6.15
C 8.34 2.04 -5.43
C 7.16 1.37 -5.15
H 4.91 3.27 -6.53
H 6.93 4.61 -7.13
H 9.17 3.78 -6.39
H 9.29 1.65 -5.10
H 7.17 0.44 -4.60
N -10.39 0.59 9.03
C -9.73 0.22 7.92
C -9.50 -1.10 7.56
C -9.98 -2.10 8.40
C -10.66 -1.75 9.55
C -10.84 -0.40 9.82
H -9.37 1.04 7.30
H -8.97 -1.34 6.65
H -9.82 -3.14 8.15
H -11.04 -2.50 10.23
H -11.37 -0.07 10.71
*
```

Output
- Orbital gap: 7.9872 eV
- HOMO: -7.51 eV